1.
74
Properties=species:S:1:pos:R:3 method="wB97M-V/def2-TZVPD" de_lowest_kj_mol=561.1 multiplicity=6 gap_ev="6.5 / 6.5" e_tot_ha=-5122.48611
O -0.20565 -0.55759 -1.43639
C -0.71822 -1.82892 -1.71626
C -2.22662 -1.81086 -1.80371
C -2.96393 -0.75058 -1.28776
H -2.42703 0.08171 -0.85791
C -4.35048 -0.75476 -1.33725
H -4.90846 0.07417 -0.91830
C -5.02473 -1.81920 -1.92052
H -6.10670 -1.82620 -1.96032
C -4.29788 -2.87340 -2.45918
H -4.81298 -3.70402 -2.92475
C -2.91186 -2.86666 -2.39741
H -2.34767 -3.69224 -2.81393
H -0.34529 -2.17946 -2.68509
C 1.26287 -3.11898 -0.87680
C -0.17716 -2.78382 -0.66020
H 1.55204 -4.07940 -0.45833
H 1.90006 -2.34503 -0.45255
H 1.48549 -3.14371 -1.94641
C -0.93094 -3.21468 0.35362
C -0.52731 -4.10685 1.47828
H -1.97119 -2.90781 0.37213
H -1.09256 -5.03394 1.51570
H -0.65797 -3.60452 2.44002
H 0.53281 -4.36609 1.41448
Dy 0.69835 0.06559 0.08358
Cl 0.70970 -1.90371 1.30468
C 1.74949 0.73740 2.72970
O 1.91274 0.98886 1.52465
N 2.43742 1.33596 3.70569
C 3.69962 1.99711 3.44518
C 1.93555 1.36085 5.06233
H 1.01985 -0.00020 3.05991
H 3.89088 1.97630 2.37921
H 4.50946 1.48942 3.96990
H 3.66005 3.03182 3.78569
H 0.91903 0.98119 5.08489
H 1.93582 2.37911 5.45259
H 2.55457 0.74176 5.71254
H -2.44087 3.12378 -3.33048
H -1.60497 4.59404 -1.19333
C -2.14840 2.31109 -2.66725
C -1.28490 3.63886 -0.77744
N -1.01583 2.70677 -1.85832
H -1.89479 1.44199 -3.26801
C 0.14573 2.07512 -1.95329
O 0.93540 1.86489 -1.01616
H -0.39404 3.76298 -0.17510
H 0.39155 1.75397 -2.97423
H -2.98978 2.06014 -2.02106
H -2.07176 3.23406 -0.14630
H 5.78288 -0.50565 -1.68203
H 4.98239 0.35156 -4.15242
C 4.98042 -1.21689 -1.88044
C 4.13220 -0.31790 -4.02470
N 3.91065 -0.58081 -2.61903
H 4.59983 -1.59588 -0.93804
C 2.73680 -0.32752 -2.03962
O 2.53163 -0.45152 -0.82017
H 3.24413 0.14249 -4.44038
H 1.94062 -0.01811 -2.71479
H 5.38212 -2.05735 -2.44446
H 4.34036 -1.24840 -4.55500
Cl 0.79672 3.44128 1.87225
C -0.73677 2.57329 2.13212
C -1.03721 1.26523 1.59156
C -2.25170 0.68101 2.03378
Cl -2.65598 -0.95565 1.68005
C -3.16034 1.37344 2.85820
Cl -4.67424 0.61134 3.37393
C -2.87162 2.66171 3.30060
Cl -4.01504 3.52060 4.34036
C -1.65800 3.25200 2.95703
Cl -1.28840 4.86542 3.59045

***

2.
74
Properties=species:S:1:pos:R:3 method="wB97M-V/def2-TZVPD" multiplicity=5 gap_ev="8.9 / 6.4" e_tot_ha=-3818.55462
O 0.29010 -0.21856 -1.07136
C -0.37467 -0.24897 -2.22266
C -0.02155 1.04569 -2.98197
C 0.79474 1.99886 -2.35407
H 1.23857 1.76084 -1.38111
C 1.01238 3.23085 -2.96801
H 1.58627 3.98487 -2.43063
C 0.50255 3.46683 -4.25022
H 0.69020 4.42281 -4.73572
C -0.23542 2.48040 -4.90935
H -0.62455 2.64543 -5.91235
C -0.49862 1.26704 -4.27257
H -1.09428 0.47484 -4.73609
H -0.03104 -1.11343 -2.85217
C -2.44093 -1.95605 -2.03910
C -1.98382 -0.51867 -2.02127
H -3.17834 -2.16114 -2.83935
H -2.91938 -2.18962 -1.07324
H -1.59182 -2.63678 -2.18034
C -2.85159 0.47420 -2.28879
C -4.34175 0.39136 -2.18011
H -2.48620 1.44650 -2.61458
H -4.83407 1.02458 -2.93687
H -4.63746 0.76128 -1.18838
H -4.71791 -0.63429 -2.27532
Co -1.19286 -0.56673 0.65498
Cl -3.31154 -0.33060 0.91004
C -1.46217 -0.41441 3.59180
O -0.81282 -1.04241 2.72155
N -1.27540 -0.59369 4.90737
C -0.44521 -1.68175 5.39303
C -2.01251 0.18348 5.88748
H -2.23255 0.32516 3.31216
H 0.19484 -2.03606 4.58255
H -1.06937 -2.50783 5.75978
H 0.15981 -1.31500 6.23121
H -2.34635 1.11560 5.41356
H -1.36798 0.40358 6.74293
H -2.89633 -0.36357 6.25248
H 5.06328 1.41451 -1.75487
H 5.11514 1.52452 0.60495
C 3.96789 1.51734 -1.74136
C 4.02332 1.47743 0.71556
N 3.41527 0.97453 -0.50625
H 3.54080 0.98548 -2.59691
C 2.82317 -0.26053 -0.51191
O 2.64429 -0.97265 0.47905
H 3.75251 0.82816 1.55238
H 2.51263 -0.56173 -1.53041
H 3.71744 2.58427 -1.82201
H 3.65910 2.49485 0.90971
H -0.15876 -5.88921 1.05918
H 2.13122 -5.63370 -0.28797
C -0.58626 -5.23557 0.28721
C 1.54314 -4.99585 -0.96188
N 0.44335 -4.36063 -0.24818
H -1.38947 -4.63069 0.71426
C 0.40838 -3.04701 0.00439
O -0.61654 -2.49954 0.48550
H 2.18841 -4.21880 -1.38730
H 1.33124 -2.48538 -0.22916
H -0.97045 -5.87464 -0.51596
H 1.14436 -5.62895 -1.76593
F 1.35586 0.58145 2.81113
C 0.72297 1.58842 2.16609
C -0.26032 1.33903 1.21697
C -0.73329 2.46403 0.56785
F -1.63027 2.35141 -0.44116
C -0.31862 3.77544 0.85690
F -0.81707 4.81061 0.15128
C 0.61364 3.99641 1.86238
F 1.00933 5.24735 2.17190
C 1.13125 2.89174 2.52792
F 2.04209 3.07326 3.51136